1.
19
Properties=species:S:1:pos:R:3:forces:R:3:lowdin_charge:R:1 method="wB97M-V/def2-TZVPD" charge=0 e_above_lowest_kcal_mol=31.8 smiles="C=C=CCCCC" lumo_energy_ev=1.11 largest_force_ha_per_bohr=0.00375 homo_energy_ev=-9.40
C -3.078144 0.923913 -0.170852 -0.038 0.034 0.021 -0.12
C -1.937752 0.033967 -0.662198 0.028 -0.043 -0.039 -0.28
C -0.688558 0.156669 0.209601 -0.010 0.039 0.045 -0.24
C 0.470725 -0.740065 -0.238308 -0.005 -0.017 -0.073 -0.22
C 1.645804 -0.637235 0.703785 0.190 0.031 -0.002 -0.13
C 2.880727 -0.341073 0.393561 -0.054 -0.015 0.044 -0.11
C 4.130278 -0.055549 0.138277 -0.115 -0.024 0.016 -0.01
H -3.367970 0.660333 0.853491 0.048 0.032 -0.149 0.07
H -2.780474 1.979221 -0.167831 -0.033 -0.152 -0.007 0.07
H -3.966706 0.829172 -0.803931 0.134 0.008 0.085 0.07
H -2.269382 -1.013549 -0.679199 0.061 0.137 0.008 0.11
H -1.686869 0.293224 -1.699867 -0.019 -0.033 0.142 0.11
H -0.950750 -0.091402 1.248881 0.036 0.034 -0.139 0.11
H -0.350433 1.201892 0.221901 -0.042 -0.130 -0.007 0.12
H 0.124379 -1.783871 -0.262297 0.048 0.149 0.007 0.11
H 0.778655 -0.485828 -1.259632 -0.017 -0.017 0.166 0.12
H 1.431753 -0.817689 1.758728 0.036 0.013 -0.109 0.11
H 4.491547 0.970189 0.149439 -0.101 -0.132 -0.009 0.05
H 4.855166 -0.836359 -0.080392 -0.146 0.086 -0.001 0.05

2.
19
Properties=species:S:1:pos:R:3:forces:R:3:lowdin_charge:R:1 method="wB97M-V/def2-TZVPD" charge=0 e_above_lowest_kcal_mol=2.9 smiles="C[C@@H]1C=C[C@H](C)C1" lumo_energy_ev=1.21 largest_force_ha_per_bohr=0.00335 homo_energy_ev=-9.12
C 0.485025 2.193992 0.688606 0.011 0.053 -0.001 -0.08
C 0.103996 0.770238 1.103823 -0.023 0.010 0.002 -0.36
C -1.002977 0.159777 0.201960 -0.047 0.075 0.011 -0.12
C -0.499028 -1.218466 -0.298901 -0.002 -0.020 0.014 -0.36
C -0.562686 -1.369507 -1.822045 -0.010 -0.017 -0.047 -0.08
C 0.915125 -1.277844 0.230426 0.037 0.105 0.092 -0.07
C 1.238296 -0.218805 0.966633 -0.036 -0.120 -0.072 -0.07
H 0.794873 2.213873 -0.363691 -0.026 -0.013 0.164 0.08
H -0.369266 2.871955 0.801491 0.126 -0.094 -0.019 0.08
H 1.309163 2.589012 1.294205 -0.117 -0.077 -0.077 0.07
H -0.227282 0.800229 2.153109 0.051 -0.022 -0.163 0.13
H -1.954891 0.072079 0.735476 0.137 0.006 -0.085 0.11
H -1.183080 0.821224 -0.655250 0.042 -0.090 0.106 0.11
H -1.095621 -2.025721 0.149410 0.082 0.096 -0.048 0.13
H 0.148466 -0.687399 -2.303116 -0.109 -0.068 0.071 0.08
H -1.563648 -1.132008 -2.199066 0.107 -0.070 0.065 0.07
H -0.318564 -2.391011 -2.135072 -0.002 0.147 0.040 0.07
H 1.577409 -2.112593 0.010773 -0.076 0.129 0.035 0.11
H 2.204688 -0.059023 1.441228 -0.144 -0.030 -0.087 0.11

3.
19
Properties=species:S:1:pos:R:3:forces:R:3:lowdin_charge:R:1 method="wB97M-V/def2-TZVPD" charge=0 e_above_lowest_kcal_mol=27.2 smiles="C/C=C/C=C/CC" lumo_energy_ev=1.21 largest_force_ha_per_bohr=0.03013 homo_energy_ev=-8.43
C -1.735260 -0.260772 2.785391 -0.055 -0.092 -0.423 -0.11
C -1.370846 0.849734 1.806072 1.058 0.928 -0.648 -0.27
C -0.493102 0.370876 0.681717 -0.495 -0.102 -0.046 -0.14
C -0.734272 0.522453 -0.620640 1.155 0.109 0.444 -0.12
C 0.182918 -0.041857 -1.636000 -0.794 0.272 -0.250 -0.14
C 1.504918 -0.144158 -1.568611 -0.171 -0.251 -0.491 -0.18
C 2.444245 -0.808265 -2.550962 -0.152 1.431 0.415 -0.10
H -0.918982 -0.490997 3.470454 -0.053 0.308 0.167 0.07
H -2.647985 -0.014155 3.322405 0.078 -0.106 0.240 0.07
H -1.882771 -1.192743 2.238257 -0.325 0.023 -0.069 0.07
H -0.788989 1.654795 2.280015 -0.139 -0.230 0.421 0.11
H -2.187302 1.411953 1.345608 -0.454 -0.478 0.242 0.10
H 0.396252 -0.181411 0.964327 0.015 -0.199 0.077 0.11
H -1.563762 1.124628 -0.972336 -0.247 -0.221 0.006 0.10
H -0.379941 -0.374181 -2.508514 0.472 -0.242 -0.169 0.10
H 2.051715 0.273043 -0.728156 -0.254 0.084 0.185 0.10
H 3.052721 0.010504 -2.961337 0.405 -0.316 0.266 0.07
H 2.029207 -1.261179 -3.444239 -0.414 -0.534 0.336 0.07
H 3.041237 -1.448268 -1.903451 0.370 -0.385 -0.701 0.07

4.
19
Properties=species:S:1:pos:R:3:forces:R:3:lowdin_charge:R:1 method="wB97M-V/def2-TZVPD" charge=0 e_above_lowest_kcal_mol=32.0 smiles=CC#CCCCC lumo_energy_ev=1.07 largest_force_ha_per_bohr=0.01045 homo_energy_ev=-9.30
C -2.962241 0.695487 0.339457 -0.063 0.030 0.027 -0.12
C -2.077475 0.041396 -0.725375 0.013 -0.012 -0.064 -0.28
C -0.642132 -0.048158 -0.222488 -0.033 0.040 0.070 -0.25
C 0.381100 -0.712266 -1.156536 -0.015 -0.009 -0.019 -0.21
C 1.689335 -0.586088 -0.501591 0.379 0.127 0.359 -0.06
C 2.614705 -0.342176 0.232458 -0.389 -0.119 -0.327 -0.09
C 3.669732 -0.002811 1.187122 0.077 0.019 0.064 -0.11
H -3.207872 -0.013147 1.138275 0.050 0.095 -0.108 0.07
H -2.437408 1.538353 0.805993 -0.110 -0.085 -0.111 0.07
H -3.900119 1.077320 -0.074140 0.085 -0.110 0.041 0.07
H -2.461882 -0.956566 -0.975526 0.055 0.139 0.022 0.11
H -2.104936 0.627582 -1.653504 0.014 -0.061 0.128 0.11
H -0.619202 -0.580670 0.737181 -0.024 0.062 -0.114 0.12
H -0.282687 0.967217 -0.011531 -0.060 -0.131 -0.005 0.12
H 0.127723 -1.765608 -1.332983 0.051 0.157 0.055 0.11
H 0.387952 -0.220867 -2.138367 0.014 -0.048 0.164 0.11
H 3.222661 0.467297 2.070389 0.100 -0.073 -0.121 0.08
H 4.387623 0.704376 0.760581 -0.086 -0.125 0.023 0.07
H 4.215128 -0.890666 1.520591 -0.059 0.106 -0.082 0.07

5.
19
Properties=species:S:1:pos:R:3:forces:R:3:lowdin_charge:R:1 method="wB97M-V/def2-TZVPD" charge=0 e_above_lowest_kcal_mol=46.8 smiles="C=C(C)C/C=C/C" lumo_energy_ev=1.05 largest_force_ha_per_bohr=0.05119 homo_energy_ev=-8.57
C 0.876733 -1.662648 1.264543 1.432 0.249 -1.434 -0.06
C 1.337931 -0.315786 0.736415 -0.451 0.045 0.391 -0.36
C 2.608863 -0.043678 0.488705 0.174 0.750 -0.123 0.03
C 0.322414 0.826950 0.778936 -0.002 0.103 1.132 -0.18
C -0.980454 0.423586 0.162436 -0.809 -0.480 -0.426 -0.13
C -1.523201 1.011361 -0.911858 1.445 0.883 0.564 -0.17
C -2.239487 0.417404 -2.064453 -2.486 -0.626 0.599 -0.11
H 1.669251 -2.382748 1.042450 0.041 -0.020 0.220 0.08
H 0.014196 -2.036396 0.726731 -0.551 0.027 0.644 0.06
H 0.851421 -1.534001 2.344003 -0.758 -0.373 0.073 0.09
H 3.381008 -0.747913 0.276339 0.271 -0.796 0.442 0.05
H 2.968025 0.979544 0.519656 -0.236 0.170 -0.635 0.06
H 0.216753 1.081024 1.844710 -0.153 0.109 -0.043 0.12
H 0.759553 1.678376 0.261906 -0.155 0.115 0.010 0.11
H -1.474582 -0.456773 0.573501 0.512 -0.448 -0.402 0.10
H -1.238726 2.062637 -0.959344 0.406 -0.074 -0.862 0.10
H -3.309766 0.229890 -1.848465 0.128 0.111 0.244 0.08
H -2.336874 1.057134 -2.934465 0.693 0.080 -0.128 0.07
H -1.903053 -0.587960 -2.301747 0.497 0.177 -0.267 0.07

6.
19
Properties=species:S:1:pos:R:3:forces:R:3:lowdin_charge:R:1 method="wB97M-V/def2-TZVPD" charge=0 e_above_lowest_kcal_mol=29.3 smiles=CC#CCCCC lumo_energy_ev=1.09 largest_force_ha_per_bohr=0.00998 homo_energy_ev=-9.34
C -3.270652 0.546975 -0.202358 -0.045 0.024 0.021 -0.12
C -2.060967 -0.139133 -0.831460 0.026 -0.037 -0.039 -0.29
C -0.737559 0.287919 -0.198127 -0.019 0.027 0.052 -0.23
C 0.459679 -0.450616 -0.813997 -0.007 -0.045 -0.034 -0.22
C 1.702581 -0.296691 -0.046260 0.415 0.032 0.269 -0.05
C 2.705762 -0.207607 0.618065 -0.430 -0.064 -0.273 -0.09
C 3.924966 -0.151604 1.429671 0.064 0.011 0.036 -0.12
H -3.315747 0.349077 0.875192 0.012 0.029 -0.153 0.07
H -3.226752 1.633620 -0.339057 0.003 -0.147 0.019 0.07
H -4.205950 0.189685 -0.646419 0.133 0.071 0.062 0.07
H -2.165343 -1.228460 -0.729209 0.012 0.150 -0.019 0.11
H -2.037451 0.066575 -1.910741 0.009 -0.024 0.144 0.11
H -0.765130 0.085241 0.880005 -0.004 0.008 -0.140 0.12
H -0.597059 1.371275 -0.307542 -0.012 -0.149 0.027 0.12
H 0.218477 -1.520550 -0.876672 0.066 0.133 0.025 0.12
H 0.612918 -0.113469 -1.847607 -0.001 -0.032 0.159 0.12
H 3.795440 0.498035 2.301673 -0.025 -0.087 -0.149 0.07
H 4.772969 0.230036 0.851662 -0.152 -0.049 0.051 0.07
H 4.189816 -1.150301 1.793182 -0.047 0.148 -0.059 0.07

7.
19
Properties=species:S:1:pos:R:3:forces:R:3:lowdin_charge:R:1 method="wB97M-V/def2-TZVPD" charge=0 e_above_lowest_kcal_mol=33.5 smiles=CC[C@H]1C[C@H]2C[C@@H]12 lumo_energy_ev=1.23 largest_force_ha_per_bohr=0.00592 homo_energy_ev=-9.55
C 2.548656 0.055723 -0.678643 0.057 0.015 0.035 -0.12
C 1.030816 -0.042671 -0.838803 -0.026 -0.038 -0.056 -0.23
C 0.248796 0.034772 0.483906 0.118 -0.016 -0.016 -0.27
C -0.773061 1.200203 0.693814 0.004 0.172 0.001 -0.11
C -1.893629 0.178866 0.850620 -0.239 0.119 0.146 -0.22
C -1.971175 -0.715968 -0.345416 -0.024 -0.073 -0.176 -0.09
C -0.905499 -0.959263 0.679862 0.127 -0.226 0.075 -0.20
H 3.063803 -0.120759 -1.629614 -0.092 0.048 0.137 0.07
H 2.917692 -0.684215 0.041350 -0.066 0.075 -0.109 0.07
H 2.851985 1.044511 -0.317035 -0.064 -0.110 -0.014 0.07
H 0.690886 0.754111 -1.512935 0.037 -0.130 0.070 0.10
H 0.779962 -0.986939 -1.339117 0.057 0.101 0.074 0.11
H 0.945855 -0.005537 1.329382 -0.116 -0.012 -0.126 0.13
H -0.874464 1.913005 -0.134650 -0.009 -0.116 0.110 0.11
H -0.589145 1.755982 1.617502 0.034 -0.065 -0.149 0.11
H -2.722823 0.254070 1.546257 0.134 -0.003 -0.078 0.13
H -2.792324 -1.425451 -0.336230 0.090 0.059 0.020 0.10
H -1.712901 -0.355600 -1.340483 -0.003 0.027 0.172 0.11
H -0.843426 -1.894845 1.230227 -0.017 0.171 -0.117 0.13

8.
19
Properties=species:S:1:pos:R:3:forces:R:3:lowdin_charge:R:1 method="wB97M-V/def2-TZVPD" charge=0 e_above_lowest_kcal_mol=31.3 smiles=CC#CCCCC lumo_energy_ev=1.08 largest_force_ha_per_bohr=0.01021 homo_energy_ev=-9.32
C 0.769436 0.742321 2.947561 0.039 -0.007 0.069 -0.12
C 0.051003 1.369647 1.747571 -0.017 0.050 -0.035 -0.27
C 0.044147 0.400988 0.570407 0.037 -0.054 0.043 -0.25
C -0.680790 0.883601 -0.693711 -0.014 0.026 0.008 -0.22
C -0.553793 -0.162782 -1.715424 0.099 -0.438 -0.272 -0.06
C -0.341977 -1.132475 -2.400376 -0.104 0.420 0.280 -0.09
C -0.059637 -2.340790 -3.175947 0.011 -0.080 -0.049 -0.11
H 0.094127 0.105360 3.528866 0.088 0.068 -0.103 0.07
H 1.597520 0.108487 2.607599 -0.076 0.145 0.064 0.07
H 1.187110 1.494144 3.623370 -0.122 -0.073 -0.051 0.07
H -0.977145 1.641681 2.022492 0.153 -0.022 -0.046 0.11
H 0.548197 2.302469 1.450617 -0.039 -0.139 0.026 0.11
H -0.403140 -0.552708 0.879054 0.048 0.120 -0.021 0.12
H 1.082378 0.173584 0.295577 -0.140 0.010 0.048 0.12
H -1.738081 1.087730 -0.479940 0.152 -0.058 -0.034 0.12
H -0.245014 1.826679 -1.049390 -0.046 -0.159 0.040 0.12
H 0.408379 -3.093641 -2.531986 -0.071 0.102 -0.117 0.08
H 0.625870 -2.135501 -4.004070 -0.114 0.001 0.106 0.07
H -0.975389 -2.775562 -3.588356 0.116 0.089 0.043 0.07

9.
19
Properties=species:S:1:pos:R:3:forces:R:3:lowdin_charge:R:1 method="wB97M-V/def2-TZVPD" charge=0 e_above_lowest_kcal_mol=26.9 smiles="C/C=C/C=C/CC" lumo_energy_ev=1.26 largest_force_ha_per_bohr=0.04150 homo_energy_ev=-8.25
C -0.378266 -3.177479 1.860202 0.474 -0.494 0.493 -0.12
C 0.383438 -1.857133 1.735189 -0.306 0.582 0.822 -0.26
C -0.047604 -0.987044 0.585290 0.330 -1.151 0.003 -0.12
C 0.476918 0.165742 0.201160 -0.223 1.100 -0.112 -0.12
C -0.040078 0.953767 -0.914079 -0.638 0.048 -0.424 -0.15
C 0.221910 2.223306 -1.216803 0.154 0.152 -0.511 -0.17
C -0.452898 2.993189 -2.360861 0.832 -0.741 1.821 -0.09
H -1.423971 -3.237233 1.561917 -0.011 0.568 -0.183 0.07
H 0.161020 -3.942068 1.298368 -0.164 -0.089 -0.069 0.07
H -0.355628 -3.489709 2.907722 0.027 -0.121 -0.074 0.07
H 1.442766 -2.115105 1.775025 0.139 0.199 -0.535 0.11
H 0.276960 -1.252536 2.647806 -0.280 -0.181 0.005 0.11
H -0.875038 -1.449625 0.051379 0.033 0.391 -0.405 0.11
H 1.220744 0.711257 0.780015 0.237 -0.490 0.121 0.11
H -0.795032 0.485471 -1.549263 0.086 -0.224 0.152 0.11
H 0.970143 2.798683 -0.677751 -0.041 -0.139 0.265 0.10
H -1.267450 3.532510 -1.879306 -0.200 0.260 -0.464 0.07
H -0.807422 2.282978 -3.094561 -0.165 0.184 -0.371 0.07
H 0.298633 3.687260 -2.723384 -0.283 0.145 -0.533 0.06

10.
19
Properties=species:S:1:pos:R:3:forces:R:3:lowdin_spin:R:1 method="wB97M-V/def2-TZVPD" charge=+1 e_above_lowest_kcal_mol=9.6 spin_multiplicity=2 lumo_energy_ev="-4.78 / -7.47" largest_force_ha_per_bohr=0.06147 homo_energy_ev="-14.19 / -15.70"
C -0.498936 1.524635 -1.676797 -1.623 -1.645 -0.051 0.01
C 0.614803 0.707640 -1.032020 1.537 0.713 0.485 0.04
C 0.299261 -0.590120 -0.371338 0.317 -0.398 -0.569 0.26
C -0.442148 -0.736422 0.792091 -1.316 1.010 1.217 0.22
C -0.637439 0.373699 1.710131 1.703 -1.787 -1.974 0.06
C -0.763194 0.185899 3.042823 -0.804 0.767 0.294 0.28
C 0.953800 -1.792881 -0.963045 -0.561 -0.265 0.424 0.05
H -0.231264 2.275813 -2.407598 0.539 0.089 0.209 0.00
H -1.085194 0.760429 -2.207652 -0.032 0.388 -0.372 0.00
H -1.242233 1.911511 -0.976587 0.405 0.276 0.191 0.00
H 1.135621 1.292386 -0.257050 -0.096 0.135 0.037 0.02
H 1.431295 0.512055 -1.732176 -0.331 -0.004 -0.242 0.00
H -0.936329 -1.675533 1.016715 0.506 -0.274 0.112 0.01
H -0.260811 1.259343 1.213789 -0.607 0.768 0.821 0.00
H -0.866803 1.055883 3.679215 0.281 -0.042 0.134 0.01
H -0.841124 -0.776482 3.527990 -0.088 -0.163 -0.240 0.01
H 0.757550 -2.724581 -0.432145 -0.209 0.149 0.095 0.00
H 0.574965 -1.901756 -1.984530 0.388 0.076 -0.169 0.02
H 2.038178 -1.661525 -0.941820 -0.009 0.209 -0.403 0.01